# 1
A 6-piece molecular cluster, C34H62Cl2IN3O8PS overall at a distorted geometry. Source: OMol25; level of theory: ωB97M-V/def2-TZVPD.

Values from the calculation:
highest occupied orbital energy	-10.7	eV
net charge	+1
orbital gap	6.31	eV
spin multiplicity	1
electronic energy	-4055.85261	hartree

Last column: Mulliken charge in e.
Element x y z (Å)
I -3.52298 -0.99355 -2.33338  0.15
O 1.30706 -3.93538 0.18711  -0.57
C 5.82065 -1.62782 -1.69288  -0.12
C 6.81741 -0.81706 -2.76357  0.26
C 5.23367 -0.56220 -7.66705  -0.30
C 3.91017 1.27556 -8.20808  -0.49
Cl 7.66768 -1.68628 -4.21148  -0.14
N 5.00333 -5.75664 -1.01861  -0.61
H -5.26390 5.23976 4.62437  0.18
C 3.46889 -4.16910 -2.54525  0.08
H -0.14769 -0.67002 -4.41729  0.24
H -7.45236 4.28572 0.18693  0.29
H -7.06018 3.07630 3.47882  0.27
H -7.05617 -2.39818 2.38425  0.28
C 5.43372 -3.61042 4.23018  -0.37
H 4.37270 -4.14969 -3.30450  0.32
H 6.22601 -0.31432 -7.27567  0.25
H 3.45263 -0.18740 -4.34962  0.18
H -7.46382 5.32493 2.79398  0.04
C -4.77788 6.06680 6.56647  -0.51
C 4.85362 1.01774 -9.36251  -0.58
O 4.34268 3.50722 -0.66429  -0.50
H -8.91766 3.32243 -0.10479  0.30
S 4.14280 -1.34468 -3.95638  0.00
C 4.91713 -1.73567 5.51088  -0.47
H -7.56029 -0.07744 0.49163  0.19
C 3.74251 -5.47043 -1.55731  0.19
H 0.32308 0.85921 -1.44612  0.29
C -5.78792 -0.05275 1.70836  -0.33
H 5.75349 -3.70375 3.18868  0.24
H -7.90856 -0.13041 2.23012  0.27
H -5.55495 -0.05986 2.77843  0.24
H 6.62076 -1.95845 6.86121  0.33
H -8.77818 2.63836 3.34842  0.27
H -8.96714 5.02405 3.68679  0.28
H -6.20215 4.59177 7.18886  0.26
H 5.36006 -0.79964 5.15448  0.28
H 1.61008 -6.28307 -1.78444  0.25
C 5.19127 -0.43877 -9.17457  -0.55
H 6.10879 -1.25793 -0.60728  0.27
H -1.29354 0.59282 -3.60137  0.41
C 4.68436 2.20557 -0.86498  0.30
H -4.42365 7.03939 6.92795  0.26
H 1.09928 1.29149 -3.10863  0.30
H 4.96208 -1.56355 -7.32063  0.20
H 4.89020 -4.51889 4.51178  0.28
H 0.69824 -3.13463 0.08526  0.33
C -7.21895 -0.47420 1.45503  -0.25
H 6.12663 -0.73886 -9.65370  0.34
H 4.03227 -1.49775 6.10827  0.27
C -0.52697 -0.28727 -3.35239  -0.59
H 4.40908 1.24394 -10.33498  0.33
C 3.21255 -2.76003 -1.73930  -0.19
H 7.07465 -4.26649 5.51490  0.34
C -6.02031 5.66528 7.31872  -0.52
O 7.10751 0.49362 -2.64874  -0.46
H 4.38405 -1.06153 -9.57785  0.27
H 4.93888 -6.63130 -0.42104  0.29
O 4.53191 -2.50289 4.36193  -0.34
H 3.19130 0.05574 -0.43801  0.43
P 2.96416 -3.32724 0.05822  -0.01
C -9.09230 4.76993 1.51663  -0.65
H 4.65535 1.32954 -2.98957  0.34
O 4.30486 0.39776 -7.14463  -0.33
C 6.58915 -3.34950 5.17154  -0.55
H -3.95821 5.34944 6.65618  0.32
C -5.29405 6.19989 5.15032  -0.38
C 1.90118 -0.66371 -2.07685  -0.22
O -7.78967 2.79313 1.55567  -0.30
C 4.22430 -1.46921 -2.05608  -0.24
H -0.83703 -1.65151 -1.55255  0.27
H -5.25856 -3.07627 0.97109  0.28
H -8.06932 5.96921 6.63698  0.25
C -7.09653 -1.97393 1.37394  -0.64
C 3.40418 -0.13147 -1.58286  0.15
C -7.09263 6.45995 6.60606  -0.40
H -4.73249 6.93517 4.56682  0.31
N 3.03815 -1.98495 1.22883  -0.51
H 3.01994 -2.42280 2.18014  0.31
H -5.86575 -2.12348 -0.40144  0.21
H -7.19207 7.46379 7.03322  0.28
O -6.66684 6.60460 5.24408  -0.37
H -5.97346 5.87747 8.38982  0.33
H -5.56695 0.94160 1.30974  0.18
H -9.13096 5.77440 1.08761  0.33
H 3.01217 2.07196 -2.40827  0.26
C -8.30502 3.79517 0.66829  -0.52
H 2.36418 -6.59397 0.00554  0.30
H 3.94349 2.31232 -7.86207  0.27
O -4.94856 -1.02573 1.07125  -0.37
H 1.08588 -2.71104 -2.33570  0.49
H -10.12053 4.41052 1.64173  0.30
H 2.45241 -4.41554 -3.12070  0.16
N 1.88113 -2.06448 -2.09504  0.36
C -7.97691 3.23999 2.90566  -0.50
H -1.30952 -2.43430 -3.20592  0.28
H 2.87721 1.03000 -8.47773  0.30
H 5.75867 1.62623 -9.24866  0.27
H -7.91686 -2.45332 0.83383  0.35
H 3.02007 -7.63229 -1.50121  0.42
H 5.40816 -3.24957 6.95634  0.26
H 7.34287 -2.72710 4.67469  0.27
C 0.68946 0.37643 -2.46994  -0.71
H 2.08839 -1.51005 1.15350  0.24
H 6.18261 -2.76211 -1.75681  0.38
C -8.36447 4.70080 2.83428  -0.13
C 5.92642 -2.56514 6.27440  -0.55
Cl 5.98885 1.50807 0.25119  -0.09
C 3.90442 1.35861 -2.07184  -0.38
C -1.39201 -1.43552 -2.56117  -0.82
C -5.75864 -2.14579 0.68855  -0.42
C 2.56365 -6.58540 -1.15423  -1.05

Forces on the atoms, in the same order (eV/Å):
1.35 -0.19 0.04
1.04 3.18 -1.32
1.22 -0.84 -0.06
1.39 7.20 0.54
0.30 -0.10 0.37
-0.44 0.17 0.12
-1.38 0.78 2.31
-5.28 1.32 -2.54
0.11 -0.04 -0.04
-0.46 -1.17 -0.10
-0.60 0.73 2.51
-0.05 0.06 -0.07
-0.02 -0.07 -0.10
-0.02 -0.02 -0.13
-0.29 -0.31 -0.18
-1.95 0.32 1.58
0.03 -0.10 -0.02
0.60 -0.93 0.99
-0.15 -0.05 0.12
0.57 0.31 0.11
0.28 0.56 -0.23
2.36 -9.19 -1.51
0.12 -0.06 0.08
0.06 0.23 -0.50
-0.19 0.48 -0.06
0.01 0.05 0.18
3.65 -2.53 2.97
0.63 -1.16 -2.08
0.27 0.32 0.23
-0.11 0.06 0.02
0.12 0.01 -0.15
-0.05 0.07 0.03
-0.12 -0.06 -0.08
0.02 0.02 0.11
0.14 -0.03 -0.09
-0.01 0.10 0.06
-0.01 0.03 0.09
1.72 -1.06 1.57
-0.09 -0.59 -0.30
-0.81 -0.51 -2.35
1.89 -1.78 0.56
-2.40 7.20 0.84
0.01 -0.12 -0.06
-0.38 -2.17 1.45
-0.03 0.11 0.06
0.08 -0.06 -0.04
0.68 -1.62 0.36
-0.37 0.45 -0.23
-0.12 0.02 0.10
0.03 -0.04 -0.16
-0.97 0.84 -0.29
0.04 -0.01 0.15
-0.51 1.73 -0.36
-0.07 0.11 -0.08
-0.23 -0.51 0.35
-2.25 -9.04 -0.59
0.13 0.02 0.03
-0.19 1.21 -1.02
0.12 -0.11 -0.01
0.84 -1.06 -1.86
0.24 -1.50 3.15
-0.60 0.09 -0.22
-1.45 -0.17 2.05
0.00 -0.06 -0.06
0.60 -0.06 -0.29
-0.08 0.09 -0.04
-0.13 -0.02 -0.41
0.29 -1.70 -0.63
-0.08 0.22 0.06
0.13 0.64 -0.19
-1.57 0.47 -1.55
0.07 0.11 -0.05
0.06 0.08 -0.11
-0.19 -0.52 0.32
-1.67 -0.23 0.51
-0.30 0.36 -0.07
-0.15 -0.04 0.00
-2.59 -0.46 -1.50
0.40 0.35 -0.90
-0.07 -0.13 -0.04
-0.06 -0.06 0.08
0.24 -0.15 0.24
-0.04 -0.02 -0.13
0.02 -0.14 0.03
0.01 -0.14 0.03
1.94 -1.63 1.06
0.25 -0.13 -0.32
0.36 0.20 -2.47
-0.01 -0.13 0.08
-0.23 -0.18 -0.04
0.73 1.45 0.19
0.09 0.07 -0.07
2.35 0.53 1.02
0.57 3.55 -0.23
-0.06 -0.38 0.12
-0.41 2.11 1.49
0.00 0.09 -0.06
-0.14 -0.03 -0.05
0.12 0.03 0.06
-1.28 2.34 0.75
0.07 0.12 -0.03
-0.05 -0.12 0.04
-0.03 -0.40 -0.05
1.49 -0.14 0.43
-1.13 2.32 0.06
0.39 0.39 0.37
-0.16 -0.07 0.63
-1.96 0.58 -1.71
0.63 0.57 -0.36
2.28 -1.17 -0.99
0.30 -0.04 -0.21
0.57 0.90 -1.30

# 2
A 5-piece molecular cluster, C34H63BrF3I2N6O7 overall at a distorted geometry. Source: OMol25; level of theory: ωB97M-V/def2-TZVPD.

Values from the calculation:
highest occupied orbital energy	-10.4	eV
net charge	+1
orbital gap	8.10	eV
spin multiplicity	1
electronic energy	-5656.97877	hartree

Last column: Mulliken charge in e.
Element x y z (Å)
C -0.33118 -0.92202 -2.35139  -0.64
H -1.33395 4.30060 1.96184  0.67
H 4.50412 -7.81639 -5.49326  0.28
F -4.37396 -2.94850 0.96632  -0.22
H -2.93951 0.41260 1.69752  0.50
C -7.44411 -4.84247 2.60019  -0.52
F -5.26576 -0.60311 -0.49334  -0.35
O 4.01932 -1.07221 2.20315  -0.49
H 4.99114 -0.27229 3.64470  0.49
H 3.01476 -3.98626 -0.87604  0.23
C -3.35238 0.47331 0.68422  -0.96
H 0.89124 -5.07348 -4.07961  -0.25
H 5.38466 2.70130 4.83995  0.25
H 0.07216 3.28675 0.42199  0.09
C 0.72019 1.89576 -3.42803  -2.05
H -1.76499 3.25283 3.86205  0.45
H 1.57740 0.86025 2.75403  0.61
H 3.18541 2.31371 9.03387  0.28
H 2.58558 1.83599 -1.49280  0.41
H 0.06463 2.51491 -4.04522  0.54
C 0.60483 6.70860 -7.65547  -0.85
C 5.05504 2.81245 5.86972  -1.37
C -6.29918 -3.58185 5.03162  -1.02
H -1.95828 1.61593 3.23456  0.23
C 3.51803 -7.97502 -5.05429  -0.86
N -7.97084 -5.01404 3.94056  -0.16
H 3.55668 0.77989 -0.61297  0.44
H 3.98906 0.99731 1.54391  0.32
F -4.46709 -1.55673 2.66713  -0.24
H 1.66966 2.44596 -3.32037  0.30
C -2.21231 2.66738 3.03590  -0.82
H -2.91063 0.20026 -4.29106  0.62
C -2.00189 0.47835 -3.72590  -1.27
C 1.51645 -5.86096 -4.49485  -0.82
H 3.16439 -1.94173 -1.74235  0.44
C 2.55663 -6.25523 -3.47332  0.73
C -2.35242 0.59102 -0.49218  -1.49
I 0.33774 -2.96984 -2.19138  0.39
C 0.15504 0.23843 -1.45736  2.27
C -7.51145 -4.47709 5.10430  0.62
H 2.75663 -7.66568 -5.76272  0.34
H 0.92621 0.93165 -3.91972  0.34
H 1.99717 -5.48267 -5.39801  0.36
H 3.29032 4.07705 8.87672  0.29
H -0.39364 0.57671 1.90571  1.24
C 1.84424 0.18712 1.91701  -1.39
H 2.99017 0.35595 -2.29313  0.36
H -2.54222 1.55822 -0.98077  0.35
H -0.68455 5.10514 -7.12833  0.24
H 2.15141 -3.36445 0.61658  0.24
C 1.35511 0.83741 0.61556  -0.63
H -8.22237 -4.41207 1.96683  0.28
H -0.93245 2.09559 -2.07047  0.73
C -1.26013 -0.79312 -3.34629  -0.38
O -2.55296 3.41472 0.63611  -0.59
C 3.56569 3.12777 8.41505  -0.85
C -4.38873 -1.68828 1.36071  0.01
O 2.87751 2.85332 4.87421  -0.62
H 3.00328 5.10729 -7.08362  0.38
N 2.94831 3.04759 7.10310  -0.15
O 1.87319 -1.16005 -0.21569  0.09
H 1.94293 3.10232 7.04513  0.24
C 3.41933 0.19989 2.05668  0.53
H -2.37770 1.12166 -2.93179  0.22
C -0.19430 1.10709 0.97073  -0.76
H -5.44420 -4.13432 4.63818  0.32
H 1.49893 -0.81561 2.18370  0.41
C 3.02714 -3.27184 -0.03818  -0.96
C -4.36387 -0.65731 0.51085  0.15
C 3.55016 2.90436 5.89696  0.79
H 3.39760 -9.03734 -4.83744  0.29
H 3.96993 -3.46731 0.49384  0.29
O 0.60875 3.56726 -5.86149  -0.64
I -1.87793 -2.43862 -4.64890  0.04
N 0.26198 5.44108 -7.03498  -0.18
N 1.50964 0.09184 -0.73497  1.26
H 3.00336 4.25560 -5.53514  0.24
C 1.05922 4.61114 -6.32155  0.80
O 2.62474 -5.72383 -2.36911  -0.63
H 0.61227 2.42441 -1.36290  0.74
H 2.55203 5.96455 -5.58221  0.38
N 3.43299 -7.23028 -3.81093  -0.19
H -3.97566 1.38841 0.67606  0.39
H -3.00728 4.25741 0.75326  0.39
C 2.49722 5.01801 -6.12174  -1.30
H -4.19084 2.13193 2.75375  0.28
C -0.85246 0.29503 -0.21100  0.18
H 4.09769 -7.44135 -3.08200  0.24
H -8.78188 -5.60046 4.06359  0.22
H 0.88244 -6.71481 -4.73753  0.40
H 3.30020 -0.99046 3.94895  0.38
H -6.57394 -4.19349 2.58889  0.03
Br -1.09814 -1.51056 0.70854  -0.04
H -1.40413 1.02386 -4.47810  0.36
H 1.84947 1.82074 0.60964  0.77
H -6.50636 -2.71463 4.40253  0.24
C 0.07814 1.69741 -1.98795  -1.36
H -0.03248 7.48922 -7.23760  0.29
O -8.07315 -4.72256 6.15808  -0.65
H -3.93357 3.79104 2.80811  0.26
H 1.64509 6.96976 -7.49157  0.33
H 4.01701 -1.41044 -0.29977  0.41
H -7.16862 -5.82029 2.20057  0.28
H -2.67436 -0.16269 -1.23746  1.08
H 5.49808 3.72106 6.27927  0.45
C 3.91118 -0.20237 3.49264  -1.24
C 2.70662 0.75783 -1.30778  -1.34
H 4.64691 3.05824 8.35692  0.33
C -1.60907 3.25479 1.70524  -0.35
H 0.42633 2.83479 2.06036  0.49
N -3.65603 2.88599 3.16275  -0.59
H -6.05451 -3.23283 6.03122  0.35
H 0.41590 6.63833 -8.72746  0.29
H 5.39241 1.94427 6.43778  0.39
C -0.28296 2.62207 1.23055  -1.17
C 3.05141 -1.82148 -0.65047  -0.55

Forces on the atoms, in the same order (eV/Å):
-0.16 -0.87 -1.95
0.12 -0.52 0.07
-0.08 -0.07 -0.18
-1.31 -0.30 0.46
0.17 -0.15 -0.41
-0.44 -0.30 0.14
1.15 -0.48 -1.06
-0.40 1.34 -1.51
-0.44 1.33 1.11
-0.47 0.10 0.50
-2.44 1.09 0.18
0.09 -0.08 -0.02
-0.12 0.01 0.00
-0.13 -0.66 0.00
0.08 -0.01 0.95
0.18 -0.41 -0.39
-0.38 0.00 -0.65
0.17 0.04 0.13
-0.76 -0.55 0.16
0.32 -0.30 0.08
-0.46 -0.18 -0.04
0.01 -0.02 -0.08
0.05 0.04 0.03
-0.22 0.25 -0.25
0.31 -0.10 0.37
0.24 0.20 0.07
-0.51 -0.84 -0.09
-0.22 -0.49 0.28
1.48 -0.35 0.36
-0.34 -0.25 -0.28
-0.32 0.85 0.05
0.39 0.02 0.33
-0.64 -0.48 -1.53
0.00 0.00 0.11
-0.65 0.39 0.34
0.14 -0.03 0.19
-0.16 -0.56 -1.07
0.54 0.78 0.45
-2.63 -0.16 1.80
-0.25 -0.15 0.22
0.00 0.04 0.07
-0.15 0.43 0.04
-0.09 -0.10 -0.07
0.16 -0.03 0.13
-0.18 0.32 -0.39
3.11 0.44 0.24
-0.16 -0.27 0.59
0.46 -0.15 0.48
0.02 0.03 -0.04
0.36 -0.26 -0.16
-2.39 1.10 2.93
0.16 0.05 -0.15
0.12 -0.59 0.46
0.33 0.33 0.83
0.26 -0.50 -0.07
-0.50 0.03 -0.05
-0.35 -0.13 -1.05
0.01 -0.08 -0.16
0.04 0.14 0.05
0.29 -0.05 -0.21
-0.60 -1.26 -0.54
0.03 0.01 0.04
-0.34 -1.53 2.61
0.53 -0.20 -0.05
1.72 -0.10 -2.02
0.01 0.12 -0.11
-0.14 0.23 -0.49
0.15 0.61 -0.70
0.76 0.81 1.30
-0.25 0.02 -0.03
-0.04 -0.02 -0.20
-0.52 0.30 0.16
0.13 0.13 -0.07
0.05 1.16 0.50
0.30 -0.06 0.17
1.85 1.67 2.29
-0.10 -0.03 -0.03
-0.27 -0.13 -0.05
-0.20 0.16 -0.12
-0.30 -0.64 0.33
0.08 0.05 -0.13
-0.25 0.22 -0.07
0.68 -0.05 -0.01
0.11 -0.26 -0.02
0.03 -0.07 0.05
-0.09 0.37 -0.19
-1.35 -0.01 1.79
-0.01 -0.03 -0.04
0.03 0.02 -0.02
0.05 0.03 -0.14
-0.21 1.48 1.23
-0.02 -0.02 0.07
0.62 -0.15 -0.42
-0.21 0.01 0.51
-0.07 -0.47 -0.77
0.13 -0.04 -0.08
1.26 0.44 -2.21
0.14 0.14 -0.08
0.09 0.06 -0.02
-0.18 -0.22 -0.01
-0.02 -0.07 0.03
-0.87 0.68 0.13
0.13 0.11 -0.16
0.21 0.28 0.31
0.07 -0.10 0.10
0.41 -2.78 -3.61
1.13 1.14 -1.79
-0.04 0.00 -0.07
0.24 0.98 0.48
-0.28 -0.33 -0.27
0.57 -0.58 0.38
-0.12 -0.08 0.01
0.12 0.17 -0.02
0.08 0.11 0.08
-0.83 0.80 0.20
2.17 -1.93 -0.52